[1]
{
  "formula": "C4H10O3",
  "method": "ωB97M-V/def2-TZVPD",
  "elements": ["C", "C", "O", "C", "C", "O", "H", "H", "H", "H", "H", "H", "H", "H", "O", "H", "H"],
  "xyz": [[-0.781, -0.916, 1.432], [-0.017, -0.072, 0.391], [0.630, 1.055, 1.030], [0.969, -0.870, -0.439], [0.881, -0.672, -1.918], [1.308, -1.578, -2.610], [-0.161, -1.345, 2.258], [-1.497, -1.596, 1.008], [-1.451, -0.260, 2.009], [-0.772, 0.532, -0.119], [1.162, 0.698, 1.752], [2.047, -0.571, -0.193], [0.857, -1.956, -0.236], [0.407, 0.154, -2.450], [-1.496, 2.349, -0.839], [-0.692, 2.733, -1.196], [-1.395, 2.313, 0.118]],
  "atomic_forces_ev_per_a": [[0.0, 1.1, 1.3], [-0.6, 0.8, 1.4], [0.3, -0.4, 0.4], [0.7, 0.4, 0.5], [0.4, -2.4, -1.0], [-0.1, 0.7, -0.1], [-0.1, -0.2, -1.1], [0.3, -0.8, -0.4], [0.2, 0.3, -0.3], [0.2, -1.2, -1.0], [0.1, 0.2, 0.0], [-1.4, -0.4, 0.0], [0.2, 0.7, -0.3], [-0.2, 0.7, 0.5], [-0.5, 0.0, -0.2], [0.1, 0.1, 0.2], [0.3, 0.3, 0.0]],
  "mulliken_charge": [-1.59, 0.27, -0.56, -0.42, -0.09, -0.49, 0.37, 0.42, 0.41, 0.42, 0.33, 0.22, 0.30, 0.39, -0.66, 0.32, 0.36],
  "orbital_gap_ev": 10.46,
  "smiles": "C[C@@H](O)CC=O.O",
  "lumo_ha": 0.0249,
  "total_charge": 0,
  "homo_energy_ev": -9.8
}

***

[2]
{
  "formula": "C4H10O3",
  "method": "ωB97M-V/def2-TZVPD",
  "elements": ["C", "C", "C", "C", "O", "O", "H", "H", "H", "H", "H", "H", "H", "H", "O", "H", "H"],
  "xyz": [[-0.109, 3.301, -0.212], [-0.276, 1.833, 0.181], [0.995, 1.018, 0.013], [0.845, -0.484, 0.055], [1.753, -1.224, -0.199], [-0.362, -0.905, 0.446], [0.328, 3.420, -1.197], [-1.069, 3.796, -0.237], [0.490, 3.804, 0.554], [-0.623, 1.748, 1.219], [-1.102, 1.386, -0.363], [1.702, 1.233, 0.811], [1.529, 1.260, -0.905], [-0.578, -1.804, 0.153], [-2.235, -3.207, -0.351], [-2.628, -3.123, 0.525], [-2.586, -4.035, -0.693]],
  "atomic_forces_ev_per_a": [[0.0, -0.3, 0.7], [-0.4, 0.0, 0.2], [-0.2, -0.1, 0.3], [0.3, 0.1, -0.1], [0.2, -0.4, -0.3], [-0.9, 0.4, -0.1], [0.3, 0.0, -0.1], [-0.3, 0.2, 0.1], [0.1, 0.1, -0.3], [0.2, 0.2, -0.1], [0.1, -0.1, -0.4], [0.2, 0.2, 0.2], [-0.1, -0.1, -0.1], [0.4, -0.2, 0.0], [0.0, 0.1, 0.2], [0.0, 0.0, -0.1], [0.1, 0.0, -0.1]],
  "mulliken_charge": [-1.28, -0.26, -0.44, 0.43, -0.57, -0.41, 0.35, 0.37, 0.30, 0.26, 0.36, 0.26, 0.31, 0.35, -0.64, 0.31, 0.31],
  "orbital_gap_ev": 10.52,
  "smiles": "CCCC(=O)O.O",
  "lumo_ha": 0.0178,
  "total_charge": 0,
  "homo_energy_ev": -10.0
}

***

[3]
{
  "formula": "C4H10OS",
  "method": "ωB97M-V/def2-TZVPD",
  "elements": ["C", "C", "O", "H", "H", "H", "H", "C", "S", "C", "H", "H", "H", "H", "H", "H"],
  "xyz": [[1.262, 1.579, -1.987], [2.115, 0.849, -2.697], [3.049, -0.038, -2.109], [0.491, 2.134, -2.319], [1.302, 1.508, -0.955], [1.847, 0.546, -3.696], [3.740, -0.034, -2.747], [-0.471, -0.682, 2.882], [-1.397, 0.420, 1.776], [-2.483, -0.645, 0.846], [-0.227, -0.280, 3.808], [0.287, -1.178, 2.343], [-1.071, -1.455, 3.189], [-3.092, -0.056, -0.082], [-2.073, -1.459, 0.415], [-3.279, -1.210, 1.334]],
  "atomic_forces_ev_per_a": [[2.8, -2.0, 0.1], [-1.2, -1.4, 0.8], [-1.5, 1.5, 0.1], [-2.3, 1.6, -1.8], [0.5, 0.2, 2.1], [0.6, 0.6, -0.7], [1.2, -0.4, -0.6], [-0.8, 0.2, -2.0], [-0.1, 0.7, 0.3], [-3.6, 2.3, -1.5], [1.0, 1.5, 1.2], [1.5, -0.1, -0.4], [-2.1, -2.0, 0.5], [2.0, -1.2, 2.7], [2.5, -2.2, -1.9], [-0.4, 0.9, 1.0]],
  "mulliken_charge": [-0.74, 0.09, -0.47, 0.30, 0.23, 0.26, 0.34, -0.97, -0.06, -0.95, 0.37, 0.32, 0.33, 0.23, 0.38, 0.36],
  "orbital_gap_ev": 9.40,
  "smiles": "C=CO.CSC",
  "lumo_ha": 0.0335,
  "total_charge": 0,
  "homo_energy_ev": -8.5
}

***

[4]
{
  "formula": "C4H10OS",
  "method": "ωB97M-V/def2-TZVPD",
  "elements": ["C", "C", "O", "H", "H", "H", "H", "C", "S", "C", "H", "H", "H", "H", "H", "H"],
  "xyz": [[-2.201, -0.186, -0.485], [-3.404, 0.414, -1.173], [-4.090, -0.170, -1.968], [-1.501, -0.593, -1.215], [-1.756, 0.533, 0.197], [-2.602, -1.024, 0.088], [-3.671, 1.451, -0.870], [1.788, 1.345, 0.698], [1.647, -0.058, -0.430], [2.441, -1.386, 0.474], [2.541, 1.180, 1.463], [2.107, 2.243, 0.183], [0.852, 1.479, 1.222], [3.474, -1.508, 0.148], [1.972, -2.298, 0.115], [2.404, -1.420, 1.554]],
  "atomic_forces_ev_per_a": [[-0.7, -0.1, -0.1], [0.0, 0.2, 0.1], [0.1, 0.0, -0.1], [0.1, 0.2, 0.1], [0.3, -0.1, -0.1], [0.2, -0.1, 0.1], [0.0, -0.1, -0.1], [0.2, -0.1, 0.4], [-0.1, 0.3, 0.1], [0.6, -0.9, -0.7], [0.2, -0.3, 0.0], [-0.3, 0.1, -0.3], [-0.2, 0.3, 0.0], [0.2, 0.3, 0.2], [-0.3, -0.1, 0.1], [-0.3, 0.5, 0.2]],
  "mulliken_charge": [-0.57, 0.08, -0.47, 0.23, 0.15, 0.27, 0.30, -0.82, -0.08, -0.89, 0.30, 0.32, 0.25, 0.30, 0.30, 0.33],
  "orbital_gap_ev": 9.50,
  "smiles": "CC=O.CSC",
  "lumo_ha": 0.0313,
  "total_charge": 0,
  "homo_energy_ev": -8.7
}

***

Number 4 is which compound?
C4H10OS